Computed, not measured: C40H56F5N7O2S2SeV as an isolated structure at a distorted geometry, with the ωB97M-V functional and the def2-TZVPD basis.

As for the expectation value of S²: 0.762. The highest occupied orbital energy (spin up / spin down) is -5.2591 / -4.5660 eV. As for the spin multiplicity: 2. Its relative energy (zero: lowest compared OMol25 entry of this formula, charge and spin) is 59.2 kJ/mol.

Element x y z (Å)
V (-0.01, -0.82, 0.56)
N (2.30, 1.51, 2.99)
C (1.33, 1.02, 2.18)
O (1.35, -0.19, 1.87)
C (0.20, 1.90, 1.73)
C (-0.58, 1.24, 0.58)
H (3.14, 0.96, 3.10)
H (2.38, 2.51, 3.08)
H (0.62, 2.89, 1.48)
H (-0.44, 2.05, 2.61)
H (-0.32, 1.71, -0.36)
H (-1.66, 1.38, 0.74)
F (-5.88, -4.20, -1.73)
C (-4.71, -3.62, -1.45)
C (-3.54, -4.36, -1.47)
F (-3.57, -5.66, -1.78)
C (-2.33, -3.74, -1.19)
F (-1.21, -4.49, -1.23)
C (-2.23, -2.39, -0.86)
O (-1.07, -1.84, -0.63)
C (-3.43, -1.68, -0.84)
F (-3.43, -0.36, -0.56)
C (-4.64, -2.28, -1.13)
F (-5.77, -1.55, -1.12)
N (0.92, -2.09, -2.65)
C (1.90, -1.21, -2.43)
S (1.92, -0.35, -0.99)
N (2.83, -1.12, -3.43)
C (4.11, -0.55, -3.49)
C (4.92, -0.96, -4.55)
C (6.19, -0.46, -4.72)
C (6.70, 0.47, -3.82)
C (5.89, 0.89, -2.77)
C (4.61, 0.40, -2.60)
H (0.15, -2.11, -1.99)
H (0.78, -2.49, -3.57)
H (2.64, -1.72, -4.21)
H (4.53, -1.70, -5.26)
H (6.80, -0.80, -5.55)
H (7.70, 0.87, -3.94)
H (6.27, 1.63, -2.07)
H (3.99, 0.74, -1.78)
C (0.65, 2.71, 7.10)
C (-0.20, 1.73, 6.31)
C (0.44, 0.35, 6.21)
C (-0.51, -0.63, 5.52)
N (0.16, -1.74, 4.84)
C (-0.19, -2.18, 3.61)
Se (-1.55, -1.50, 2.55)
N (0.63, -3.21, 3.29)
C (0.52, -4.03, 2.09)
C (1.40, -3.58, 0.94)
C (2.90, -3.71, 1.19)
C (3.73, -3.34, -0.03)
C (1.49, -3.46, 4.36)
C (2.48, -4.41, 4.53)
C (3.16, -4.41, 5.74)
C (2.85, -3.49, 6.74)
C (1.87, -2.53, 6.56)
C (1.19, -2.53, 5.35)
H (0.20, 3.70, 7.13)
H (1.65, 2.80, 6.66)
H (0.78, 2.37, 8.13)
H (-0.36, 2.12, 5.30)
H (-1.19, 1.65, 6.77)
H (0.70, 0.01, 7.21)
H (1.37, 0.42, 5.63)
H (-1.07, -0.12, 4.74)
H (-1.24, -1.03, 6.22)
H (-0.53, -4.02, 1.80)
H (0.78, -5.05, 2.38)
H (1.17, -2.54, 0.67)
H (1.12, -4.17, 0.06)
H (3.12, -4.74, 1.48)
H (3.18, -3.07, 2.03)
H (3.45, -3.96, -0.89)
H (4.79, -3.48, 0.15)
H (3.57, -2.29, -0.30)
H (2.72, -5.13, 3.76)
H (3.94, -5.14, 5.91)
H (3.39, -3.51, 7.67)
H (1.63, -1.83, 7.35)
C (-0.62, 4.64, -1.40)
C (0.42, 4.67, -2.52)
C (-0.13, 4.87, -3.94)
C (-0.72, 3.62, -4.57)
N (-1.94, 3.19, -3.90)
C (-2.08, 2.02, -3.24)
S (-0.95, 0.79, -3.23)
N (-3.21, 1.91, -2.48)
C (-4.45, 2.63, -2.71)
C (-5.15, 2.27, -4.01)
C (-6.33, 3.19, -4.31)
C (-7.00, 2.87, -5.63)
H (-0.14, 4.67, -0.43)
H (-1.22, 3.73, -1.43)
H (-1.29, 5.50, -1.47)
H (1.01, 3.75, -2.50)
H (1.12, 5.49, -2.32)
H (0.68, 5.20, -4.59)
H (-0.87, 5.68, -3.94)
H (-0.02, 2.80, -4.51)
H (-0.94, 3.79, -5.63)
H (-2.61, 3.91, -3.69)
H (-3.27, 1.00, -2.05)
H (-4.28, 3.71, -2.65)
H (-5.09, 2.40, -1.85)
H (-5.50, 1.23, -3.95)
H (-4.43, 2.31, -4.83)
H (-5.98, 4.23, -4.31)
H (-7.07, 3.12, -3.50)
H (-6.30, 2.97, -6.46)
H (-7.84, 3.54, -5.83)
H (-7.38, 1.84, -5.64)